This record from the Open Molecules 2025 dataset describes a 3-piece molecular cluster, C4H13NO4S overall in a non-equilibrium geometry. The level of theory is wB97M-V/def2-TZVPD.

Each line ends with the natural charge from an NBO analysis.
Atoms and positions in Å:
O (1.217, 2.439, -0.689)  -0.652
C (0.296, 2.101, 0.022)  0.879
O (0.265, 2.410, 1.343)  -0.710
N (-0.843, 1.503, -0.423)  -0.641
C (-1.739, 0.522, 0.287)  -0.204
C (-1.194, -0.164, 1.561)  -0.449
C (-0.580, -1.525, 1.307)  -0.516
S (0.632, -2.044, 2.553)  -0.042
H (0.996, 3.018, 1.500)  0.504
H (-0.716, 1.252, -1.393)  0.410
H (-2.023, -0.245, -0.432)  0.200
H (-2.571, 1.154, 0.568)  0.202
H (-0.529, 0.541, 2.035)  0.241
H (-2.026, -0.175, 2.272)  0.218
H (-1.308, -2.330, 1.441)  0.220
H (-0.210, -1.583, 0.281)  0.218
H (1.322, -0.915, 2.773)  0.118
O (0.823, 0.461, -3.668)  -0.939
H (1.614, 1.010, -3.508)  0.481
H (1.183, -0.415, -3.472)  0.458
O (1.784, -2.122, -1.210)  -0.966
H (2.473, -2.795, -1.240)  0.492
H (1.132, -2.099, -1.906)  0.476

- energy relative to the best compared isomer or geometry (same formula, charge and spin) (kJ/mol) = 112.40
- SMILES string = O=C(O)NCCCS.O.O
- molecular weight (g mol⁻¹) = 171.2
- calculated total energy (Ha) = -914.11583
- total charge = 0
- gap between HOMO and LUMO (eV) = 9.283